1.
{"formula": "C15H45BeFO20P5", "method": "ωB97M-V/def2-TZVPD", "symbols": ["Be", "F", "C", "O", "P", "O", "O", "C", "O", "C", "H", "H", "H", "H", "H", "H", "H", "H", "H", "C", "O", "P", "O", "O", "C", "O", "C", "H", "H", "H", "H", "H", "H", "H", "H", "H", "C", "O", "P", "O", "O", "C", "O", "C", "H", "H", "H", "H", "H", "H", "H", "H", "H", "C", "O", "P", "O", "O", "C", "O", "C", "H", "H", "H", "H", "H", "H", "H", "H", "H", "C", "O", "P", "O", "O", "C", "O", "C", "H", "H", "H", "H", "H", "H", "H", "H", "H"], "coordinates": [[1.011, 0.768, -0.687], [3.135, 0.900, -1.422], [-0.986, -3.968, -2.594], [-0.358, -2.883, -1.893], [0.573, -3.065, -0.632], [1.081, -1.778, -0.133], [1.680, -4.101, -1.167], [2.645, -4.628, -0.235], [-0.406, -3.914, 0.319], [-0.112, -4.181, 1.712], [-0.872, -4.946, -2.135], [-0.533, -3.891, -3.580], [-2.036, -3.720, -2.740], [3.026, -3.851, 0.429], [3.478, -4.928, -0.866], [2.182, -5.485, 0.250], [-0.488, -3.518, 2.486], [0.957, -4.372, 1.799], [-0.558, -5.166, 1.857], [3.361, -1.603, 2.328], [3.386, -0.495, 3.244], [3.019, 0.932, 2.651], [2.251, 0.807, 1.409], [2.325, 1.579, 3.924], [3.091, 2.332, 4.843], [4.468, 1.563, 2.490], [4.548, 2.538, 1.451], [4.147, -2.318, 2.557], [3.438, -1.314, 1.281], [2.380, -2.062, 2.459], [3.027, 2.045, 5.900], [2.682, 3.339, 4.956], [4.175, 2.437, 4.811], [5.262, 3.325, 1.699], [3.661, 3.032, 1.058], [5.010, 2.053, 0.589], [-3.091, 3.364, 0.341], [-2.085, 4.062, 1.112], [-0.586, 3.579, 1.226], [-0.115, 2.495, 0.353], [0.180, 4.935, 0.923], [1.505, 5.189, 1.421], [-0.383, 3.307, 2.772], [-1.360, 3.506, 3.817], [-2.732, 2.479, -0.178], [-3.503, 4.054, -0.392], [-3.817, 3.115, 1.111], [1.497, 5.959, 2.191], [2.135, 5.551, 0.612], [1.910, 4.257, 1.813], [-1.591, 4.572, 3.812], [-0.933, 3.154, 4.747], [-2.272, 3.031, 3.456], [-4.559, 0.499, 1.425], [-3.136, 0.501, 1.272], [-2.300, -0.791, 0.871], [-1.304, -0.545, -0.196], [-1.605, -1.194, 2.241], [-0.603, -0.301, 2.776], [-3.264, -2.016, 0.595], [-3.722, -2.224, -0.737], [-4.905, 1.383, 0.893], [-4.873, 0.654, 2.459], [-5.056, -0.411, 1.097], [-0.679, 0.719, 2.398], [0.399, -0.681, 2.597], [-0.878, -0.285, 3.830], [-4.811, -2.237, -0.705], [-3.395, -3.226, -1.016], [-3.321, -1.551, -1.494], [-0.159, 1.695, -5.472], [-0.064, 0.270, -5.416], [-0.142, -0.575, -4.067], [0.099, 0.165, -2.833], [-1.624, -1.211, -4.216], [-2.648, -0.342, -4.627], [0.742, -1.848, -4.417], [0.697, -2.504, -5.681], [-1.084, 1.964, -5.977], [0.626, 2.128, -6.096], [0.035, 2.208, -4.530], [-3.609, -0.829, -4.471], [-2.608, -0.260, -5.721], [-2.596, 0.693, -4.289], [1.690, -2.862, -5.925], [0.321, -1.783, -6.410], [-0.075, -3.275, -5.711]], "multiplicity": 1, "total_charge": 1, "mol_weight_da": 728.4, "lumo_ev": -2.56, "e_homo_ev": -12.059, "energy_ha": -3924.9113, "gap_ev": 9.50}


2.
{"formula": "C41H33N2O15P", "method": "ωB97M-V/def2-TZVPD", "symbols": ["C", "C", "O", "O", "C", "C", "C", "P", "N", "O", "C", "O", "C", "C", "C", "C", "N", "C", "O", "H", "H", "H", "H", "H", "H", "H", "H", "H", "H", "H", "H", "H", "C", "C", "C", "O", "C", "C", "C", "O", "H", "H", "H", "H", "C", "C", "C", "O", "C", "C", "C", "O", "H", "H", "H", "H", "C", "C", "C", "O", "C", "C", "C", "O", "H", "H", "H", "H", "C", "C", "C", "O", "C", "C", "C", "O", "H", "H", "H", "H", "C", "C", "C", "O", "C", "C", "C", "O", "H", "H", "H", "H"], "coordinates": [[0.606, -3.869, 4.791], [-0.184, -3.720, 3.518], [0.166, -4.309, 2.517], [-1.329, -2.983, 3.482], [-1.303, -1.734, 4.164], [-0.505, -0.708, 3.435], [0.244, 0.238, 4.001], [0.412, 0.386, 5.850], [1.523, 1.661, 6.119], [1.360, -0.928, 6.155], [0.943, 1.188, 3.087], [1.046, 2.373, 3.328], [1.478, 0.564, 1.849], [0.737, -0.381, 1.280], [1.155, -1.085, 0.030], [0.685, -0.382, -1.232], [-0.495, -0.435, -1.668], [-0.553, -0.726, 1.937], [-1.566, -0.968, 1.307], [1.637, -3.641, 4.563], [0.250, -3.302, 5.636], [0.577, -4.915, 5.066], [-2.326, -1.383, 4.204], [-0.992, -1.824, 5.190], [2.474, 1.309, 6.104], [1.409, 2.431, 5.472], [2.102, -0.954, 5.537], [2.410, 0.889, 1.425], [2.239, -1.118, 0.019], [0.828, -2.117, 0.044], [1.429, 0.211, -1.747], [-1.084, -1.008, -1.066], [-0.056, 3.974, -6.215], [0.750, 3.977, -5.156], [0.508, 3.064, -4.010], [1.243, 3.067, -3.043], [-0.655, 2.147, -4.087], [-1.458, 2.144, -5.147], [-1.221, 3.057, -6.290], [-1.953, 3.058, -7.260], [0.093, 4.625, -7.062], [1.605, 4.631, -5.078], [-0.806, 1.490, -3.238], [-2.310, 1.484, -5.226], [-3.177, -2.801, 7.669], [-3.430, -3.779, 8.533], [-4.669, -4.593, 8.434], [-4.900, -5.482, 9.223], [-5.612, -4.274, 7.332], [-5.358, -3.295, 6.468], [-4.121, -2.484, 6.568], [-3.883, -1.594, 5.780], [-2.282, -2.193, 7.724], [-2.757, -4.028, 9.344], [-6.507, -4.879, 7.278], [-6.031, -3.046, 5.657], [3.926, -2.998, 8.092], [4.024, -4.195, 8.665], [4.482, -5.381, 7.897], [4.569, -6.470, 8.416], [4.826, -5.179, 6.466], [4.727, -3.982, 5.895], [4.271, -2.800, 6.665], [4.178, -1.707, 6.145], [3.593, -2.120, 8.631], [3.778, -4.362, 9.705], [5.157, -6.056, 5.924], [4.972, -3.813, 4.853], [-3.504, 0.592, -10.306], [-2.698, 0.590, -9.248], [-2.934, -0.326, -8.105], [-2.202, -0.331, -7.138], [-4.101, -1.240, -8.187], [-4.906, -1.238, -9.246], [-4.670, -0.321, -10.390], [-5.403, -0.322, -11.355], [-3.352, 1.252, -11.150], [-1.845, 1.250, -9.166], [-4.253, -1.901, -7.343], [-5.762, -1.896, -9.326], [3.425, 7.595, -9.576], [3.167, 6.378, -9.105], [2.619, 6.182, -7.742], [2.385, 5.071, -7.311], [2.366, 7.392, -6.922], [2.623, 8.610, -7.393], [3.172, 8.808, -8.758], [3.405, 9.915, -9.187], [3.826, 7.761, -10.568], [3.343, 5.481, -9.686], [1.964, 7.228, -5.930], [2.446, 9.506, -6.812]], "multiplicity": 1, "mol_weight_da": 824.7, "lumo_ev": -1.99, "smiles": "[H]/N=C\\CC1=CC(=O)C(P(N)O)=C(COC(C)=O)C1=O.O=C1C=CC(=O)C=C1.O=C1C=CC(=O)C=C1.O=C1C=CC(=O)C=C1.O=C1C=CC(=O)C=C1.O=C1C=CC(=O)C=C1", "relative_energy_kj_mol": 0.00, "e_homo_ev": -8.802, "energy_ha": -3161.4247, "gap_ev": 6.81}


3.
{"formula": "C35H36N5O2S3Zr", "method": "ωB97M-V/def2-TZVPD", "symbols": ["Zr", "C", "N", "C", "C", "C", "C", "C", "C", "C", "C", "H", "H", "H", "H", "H", "H", "H", "H", "H", "H", "H", "H", "C", "C", "C", "C", "C", "C", "C", "C", "S", "C", "N", "C", "C", "C", "C", "C", "C", "C", "C", "H", "H", "H", "H", "H", "H", "H", "H", "H", "H", "H", "H", "H", "H", "H", "H", "N", "C", "C", "C", "C", "C", "C", "S", "O", "O", "N", "C", "S", "C", "C", "N", "H", "H", "H", "H", "H", "H", "H", "H"], "coordinates": [[1.926, 0.325, -0.677], [-0.348, -0.760, 1.268], [1.054, -1.139, 0.971], [1.831, -1.163, 2.226], [1.046, -2.489, 0.372], [0.444, -2.413, -1.011], [-0.183, -3.526, -1.550], [-0.689, -3.480, -2.841], [-0.562, -2.316, -3.575], [0.056, -1.204, -3.013], [0.577, -1.202, -1.713], [-0.785, -1.479, 1.969], [-0.933, -0.768, 0.351], [-0.375, 0.230, 1.702], [1.382, -1.854, 2.946], [1.847, -0.170, 2.670], [2.853, -1.481, 2.019], [0.497, -3.189, 1.011], [2.083, -2.835, 0.322], [-0.281, -4.428, -0.955], [-1.186, -4.344, -3.263], [-0.954, -2.265, -4.582], [0.106, -0.315, -3.627], [-5.927, 0.068, 4.071], [-5.522, 1.493, 3.664], [-6.280, 2.507, 4.533], [-5.926, 1.709, 2.207], [-4.019, 1.664, 3.878], [-3.484, 1.497, 5.172], [-2.139, 1.618, 5.441], [-1.283, 1.918, 4.382], [0.436, 2.107, 4.367], [0.346, 2.415, 2.641], [-0.832, 2.387, 2.129], [-1.788, 2.100, 3.093], [-3.156, 1.973, 2.845], [1.579, 2.717, 1.881], [2.291, 3.837, 2.285], [3.386, 4.309, 1.564], [3.766, 3.649, 0.409], [3.069, 2.502, 0.044], [1.976, 1.965, 0.755], [-7.002, -0.066, 3.939], [-5.690, -0.136, 5.115], [-5.412, -0.671, 3.455], [-7.355, 2.393, 4.387], [-6.004, 3.529, 4.267], [-6.070, 2.367, 5.594], [-7.005, 1.582, 2.113], [-5.448, 0.983, 1.546], [-5.681, 2.714, 1.860], [-4.146, 1.264, 5.997], [-1.761, 1.484, 6.446], [-3.514, 2.127, 1.837], [1.960, 4.377, 3.165], [3.916, 5.193, 1.889], [4.596, 4.004, -0.187], [3.437, 2.038, -0.878], [2.612, -4.810, -6.157], [3.000, -3.891, -5.220], [3.694, -2.734, -5.605], [4.045, -1.789, -4.669], [3.684, -1.980, -3.334], [3.008, -3.126, -2.931], [2.675, -4.077, -3.869], [4.170, -0.765, -2.212], [3.581, -1.071, -0.851], [5.581, -0.606, -2.242], [3.404, 0.625, -2.449], [2.391, 1.063, -3.255], [2.301, 1.345, -4.936], [0.766, 2.110, -4.706], [0.418, 2.106, -3.400], [1.339, 1.498, -2.585], [3.048, -4.783, -7.062], [2.336, -5.723, -5.841], [3.968, -2.595, -6.643], [4.619, -0.919, -4.963], [2.757, -3.273, -1.892], [2.149, -4.973, -3.565], [0.224, 2.502, -5.550], [-0.493, 2.512, -2.989]], "multiplicity": 1, "total_charge": 1, "mol_weight_da": 746.1, "lumo_ev": -2.79, "relative_energy_kj_mol": 165.23, "e_homo_ev": -10.683, "energy_ha": -3021.0636, "gap_ev": 7.89}